one:
ORCA calculation (ωB97M-V/def2-TZVPD) on a cluster of 2 separate species, C6H12 in total.

**HOMO (spin up / spin down)**: 0.246 / -2.484 eV
**Orbital gap (spin up / spin down)**: 3.831 / 6.536 eV
**LUMO (spin up / spin down)**: 0.1498 / 0.1489 Eh

ORCA input file:
```
! wB97M-V def2-TZVPD RIJCOSX def2/J DEFGRID3
* xyz -1 2
C 1.09 -0.31 1.89
C 1.29 -1.10 0.75
C 1.92 -0.71 -0.43
C 2.14 -1.49 -1.57
H 1.47 0.71 1.93
H 0.48 -0.63 2.72
H 0.91 -2.12 0.76
H 2.28 0.32 -0.44
H 2.63 -1.11 -2.45
H 1.80 -2.52 -1.59
C -1.96 1.24 -0.95
C -2.05 1.00 0.56
H -2.55 2.10 -1.26
H -2.32 0.37 -1.51
H -0.93 1.41 -1.25
H -3.08 0.81 0.87
H -1.43 0.16 0.85
H -1.69 1.87 1.11
*
```

---

two:
ORCA calculation (ωB97M-V/def2-TZVPD) on the ion C6H12 with charge -1.

**HOMO (spin up / spin down)**: 1.428 / -5.536 eV
**Orbital gap (spin up / spin down)**: 2.661 / 9.537 eV
**LUMO (spin up / spin down)**: 0.1503 / 0.1470 Eh

ORCA input file:
```
! wB97M-V def2-TZVPD RIJCOSX def2/J DEFGRID3
* xyz -1 2
C 1.24 0.04 -2.05
C 0.20 0.41 -0.94
C 0.06 -0.63 0.18
C 0.49 -1.85 0.22
C -0.61 -0.14 1.46
C -1.40 1.18 1.35
H 1.10 0.59 -3.05
H 1.16 -0.87 -2.42
H 2.19 0.21 -1.66
H 0.62 1.36 -0.53
H -0.71 0.95 -1.30
H 1.17 -2.28 -0.48
H 0.31 -2.50 0.97
H 0.17 -0.01 2.28
H -1.06 -0.98 2.05
H -0.77 2.06 1.47
H -2.17 1.20 2.14
H -1.98 1.28 0.30
*
```

---

What should be chosen as the most stable of them? Choose one.

---

one:
ORCA calculation (ωB97M-V/def2-TZVPD) on a structure of composition C4H40NO16.

**HOMO**: -6.575 eV
**Orbital gap**: 9.276 eV
**LUMO**: 0.0992 Eh

ORCA input file:
```
! wB97M-V def2-TZVPD RIJCOSX def2/J DEFGRID3
* xyz -1 1
C 0.91 -0.08 2.48
C 0.80 0.63 1.12
C -0.31 0.01 0.24
C -1.73 0.41 0.65
O -2.05 -0.17 1.90
N 2.13 0.43 0.44
H -0.01 0.12 3.12
H 1.76 0.25 3.09
H 1.01 -1.15 2.35
H 0.62 1.67 1.27
H -0.25 -1.10 0.21
H -0.15 0.31 -0.83
H -2.51 -0.01 -0.09
H -1.90 1.46 0.73
H 2.24 1.12 -0.25
H 2.09 -0.48 -0.05
H -0.21 -0.73 -3.16
H -0.67 -1.77 -2.02
O 0.07 -1.50 -2.74
H -0.04 -3.33 0.98
H 1.47 -3.40 1.54
O 0.90 -3.74 0.86
H -0.70 1.52 -3.16
H 0.47 1.13 -4.18
O -0.45 0.87 -3.88
H -1.85 -1.18 1.77
H -2.20 -3.35 1.37
O -1.53 -2.70 1.22
H 0.52 2.42 -1.93
H 1.80 1.56 -2.19
O 1.49 2.46 -1.94
H -1.17 3.15 1.42
H -0.03 3.69 0.62
O -0.96 3.57 0.63
H 3.11 -1.18 1.70
H 3.32 -2.29 0.68
O 3.35 -2.11 1.64
H 2.13 3.08 0.95
H 1.71 3.34 -0.48
O 1.71 3.71 0.44
H -1.19 2.82 -0.90
H -1.77 1.70 -1.76
O -1.18 2.37 -1.79
H -1.67 -2.36 0.09
H -2.26 -2.77 -1.52
O -1.85 -2.08 -1.16
H -2.51 0.06 -3.21
H -2.46 -0.59 -1.82
O -2.66 0.19 -2.24
H 1.34 -2.08 -1.69
H 1.62 -2.90 -0.47
O 2.05 -2.29 -1.08
H -1.19 -2.26 3.26
H -1.67 -0.89 3.64
O -1.38 -1.73 4.03
H -0.79 2.19 3.58
H -1.76 1.41 2.78
O -1.46 2.25 2.93
H 1.47 -0.55 -2.71
H 2.93 -0.40 -2.09
O 2.28 0.02 -2.66
*
```

---

two:
ORCA calculation (ωB97M-V/def2-TZVPD) on a structure of composition C4H40NO16.

**HOMO**: -6.239 eV
**Orbital gap**: 8.862 eV
**LUMO**: 0.0964 Eh

ORCA input file:
```
! wB97M-V def2-TZVPD RIJCOSX def2/J DEFGRID3
* xyz -1 1
C -2.64 -1.10 -0.70
C -1.30 -0.90 0.02
C -1.35 0.24 1.00
C -0.07 0.32 1.79
O 0.07 1.34 2.72
N -0.17 -0.80 -0.92
H -3.08 -2.08 -0.50
H -2.66 -1.02 -1.79
H -3.30 -0.33 -0.32
H -1.15 -1.92 0.44
H -2.20 0.29 1.68
H -1.73 1.10 0.36
H 0.77 0.32 1.11
H 0.05 -0.60 2.41
H 0.68 -0.52 -0.44
H -0.28 -0.02 -1.58
H 1.00 2.52 -0.79
H 1.07 1.32 -2.01
O 1.25 1.56 -1.08
H -0.21 3.84 1.19
H 0.23 4.53 -0.45
O -0.09 3.61 -0.34
H 2.26 -0.60 -0.77
H 2.15 -2.04 -1.17
O 2.72 -1.27 -1.29
H -0.39 2.17 2.52
H 1.04 3.86 2.19
O 0.08 3.87 2.19
H 1.84 -3.09 -2.17
H 1.01 -3.27 -3.49
O 1.54 -3.73 -2.82
H -0.86 -3.00 1.93
H 0.00 -3.85 0.89
O -0.01 -3.45 1.77
H -1.55 0.77 -3.39
H -2.24 1.82 -2.58
O -2.41 0.96 -3.01
H -0.01 -2.46 -1.44
H 0.90 -3.70 -1.34
O -0.03 -3.46 -1.32
H 0.24 -3.22 0.50
H 1.66 -3.25 0.86
O 1.08 -2.76 0.27
H 1.75 1.49 1.98
H 2.01 2.04 0.60
O 2.45 1.91 1.46
H 2.82 0.11 1.64
H 1.69 -0.99 1.88
O 2.56 -0.85 1.52
H -0.81 3.07 -2.92
H -0.93 2.97 -1.46
O -1.53 2.87 -2.31
H -3.00 2.65 1.59
H -1.90 3.39 2.43
O -2.74 2.93 2.47
H -2.49 -1.20 2.37
H -1.87 -1.57 3.85
O -2.05 -1.83 2.95
H 2.20 0.32 -3.20
H 1.34 -0.88 -3.16
O 1.28 0.06 -3.36
*
```

---

What should be chosen as the most stable of them? Choose one.

---

one:
ORCA calculation (ωB97M-V/def2-TZVPD) on an isolated molecule of C21H28N2O4.

**HOMO**: -7.891 eV
**SMILES**: CCOC(=O)C1CCN(CC(=O)c2c(C)n(C)c3ccc(OC)cc23)CC1
**Orbital gap**: 8.588 eV
**LUMO**: 0.0256 Eh

ORCA input file:
```
! wB97M-V def2-TZVPD RIJCOSX def2/J DEFGRID3
* xyz 0 1
C -0.36 3.72 -5.00
C -0.82 3.93 -3.57
O -0.09 3.12 -2.65
C 1.09 3.59 -2.24
O 1.55 4.65 -2.56
C 1.77 2.62 -1.29
C 2.01 1.28 -2.00
C 2.59 0.26 -1.02
N 1.71 0.09 0.13
C 2.20 -1.00 0.97
C 1.51 -1.09 2.33
O 2.15 -0.77 3.33
C 0.18 -1.65 2.41
C -0.36 -2.18 3.58
C 0.22 -2.25 4.94
N -1.58 -2.72 3.32
C -2.41 -3.38 4.29
C -1.88 -2.55 1.99
C -3.01 -2.92 1.27
C -3.06 -2.58 -0.07
C -2.01 -1.87 -0.68
O -2.22 -1.59 -2.00
C -1.26 -0.81 -2.67
C -0.88 -1.52 0.03
C -0.80 -1.87 1.38
C 1.57 1.34 0.85
C 0.91 2.38 -0.05
H -0.43 2.67 -5.27
H -0.97 4.30 -5.68
H 0.68 4.03 -5.10
H -1.87 3.63 -3.45
H -0.70 4.99 -3.29
H 2.73 3.06 -1.00
H 1.06 0.90 -2.38
H 2.69 1.41 -2.83
H 3.60 0.59 -0.70
H 2.70 -0.71 -1.52
H 2.04 -1.94 0.43
H 3.27 -0.88 1.18
H 1.25 -1.90 4.91
H -0.33 -1.60 5.62
H 0.18 -3.26 5.33
H -3.42 -3.47 3.89
H -2.03 -4.38 4.52
H -2.45 -2.80 5.21
H -3.83 -3.45 1.72
H -3.91 -2.84 -0.67
H -0.28 -1.30 -2.69
H -1.63 -0.70 -3.69
H -1.16 0.18 -2.21
H -0.07 -0.95 -0.41
H 2.54 1.71 1.21
H 0.93 1.16 1.72
H -0.07 2.01 -0.36
H 0.77 3.31 0.50
*
```

---

two:
ORCA calculation (ωB97M-V/def2-TZVPD) on an isolated molecule of C21H28N2O4.

**HOMO**: -8.277 eV
**SMILES**: O=C(NCc1ccc2c(c1)OCO2)[C@H]1CC(=O)N(C2CCCCCCC2)C1
**Orbital gap**: 9.021 eV
**LUMO**: 0.0274 Eh

ORCA input file:
```
! wB97M-V def2-TZVPD RIJCOSX def2/J DEFGRID3
* xyz 0 1
O -1.90 3.27 -2.32
C -0.88 2.98 -1.73
N -0.85 2.68 -0.41
C -2.06 2.59 0.40
C -2.30 1.16 0.81
C -3.12 0.35 0.05
C -3.33 -0.99 0.37
C -2.67 -1.48 1.47
C -1.82 -0.67 2.23
C -1.62 0.65 1.92
O -1.29 -1.41 3.25
C -1.83 -2.70 3.12
O -2.68 -2.74 2.00
C 0.47 2.90 -2.44
C 1.67 3.22 -1.56
C 2.01 1.87 -0.92
O 2.61 1.71 0.12
N 1.51 0.91 -1.73
C 1.61 -0.53 -1.53
C 3.07 -0.95 -1.28
C 3.51 -1.13 0.18
C 3.73 -2.59 0.57
C 2.60 -3.56 0.20
C 1.21 -3.16 0.71
C 0.33 -2.44 -0.32
C 0.57 -0.94 -0.47
C 0.73 1.43 -2.83
H 0.00 2.37 0.02
H -1.94 3.23 1.28
H -2.87 2.97 -0.22
H -3.62 0.76 -0.81
H -3.97 -1.62 -0.22
H -0.97 1.27 2.52
H -1.02 -3.43 3.00
H -2.41 -2.95 4.03
H 0.39 3.54 -3.33
H 1.48 3.99 -0.81
H 2.52 3.53 -2.16
H 1.30 -0.97 -2.48
H 3.70 -0.18 -1.75
H 3.26 -1.87 -1.82
H 4.44 -0.60 0.34
H 2.79 -0.67 0.85
H 3.89 -2.63 1.65
H 4.64 -2.95 0.09
H 2.87 -4.53 0.63
H 2.56 -3.69 -0.88
H 0.68 -4.08 0.99
H 1.30 -2.55 1.61
H -0.71 -2.58 -0.02
H 0.44 -2.93 -1.29
H 0.82 -0.50 0.49
H -0.38 -0.48 -0.79
H -0.20 0.87 -2.96
H 1.31 1.37 -3.77
*
```

---

three:
ORCA calculation (ωB97M-V/def2-TZVPD) on an isolated molecule of C21H28N2O4.

**HOMO**: -8.570 eV
**SMILES**: COC(=O)[C@H](Cc1ccc(O)cc1)NC(=O)N[C@]12C[C@H]3C[C@H](C[C@H](C3)C1)C2
**Orbital gap**: 9.115 eV
**LUMO**: 0.0200 Eh

ORCA input file:
```
! wB97M-V def2-TZVPD RIJCOSX def2/J DEFGRID3
* xyz 0 1
C -3.00 1.70 4.67
O -2.06 1.14 3.76
C -0.83 0.95 4.23
O -0.47 1.26 5.33
C 0.08 0.31 3.18
C 1.33 1.20 2.98
C 2.17 0.72 1.83
C 2.46 1.57 0.77
C 3.22 1.13 -0.30
C 3.69 -0.17 -0.34
O 4.42 -0.65 -1.38
C 3.40 -1.03 0.72
C 2.65 -0.58 1.79
N -0.57 0.06 1.93
C -0.94 -1.22 1.60
O -0.75 -2.16 2.34
N -1.61 -1.38 0.41
C -1.20 -0.89 -0.92
C -1.10 0.64 -1.00
C -0.76 1.06 -2.43
C 0.60 0.47 -2.81
C 0.52 -1.06 -2.73
C -0.55 -1.56 -3.70
C -1.90 -0.96 -3.33
C -1.83 0.57 -3.40
C -2.27 -1.37 -1.90
C 0.16 -1.48 -1.31
H -3.92 1.83 4.12
H -3.15 1.02 5.52
H -2.63 2.65 5.05
H 0.38 -0.67 3.57
H 1.01 2.23 2.79
H 1.90 1.20 3.91
H 2.10 2.59 0.78
H 3.46 1.82 -1.11
H 4.56 0.04 -2.03
H 3.76 -2.04 0.68
H 2.43 -1.26 2.60
H -1.06 0.82 1.50
H -1.89 -2.35 0.33
H -2.05 1.09 -0.69
H -0.30 0.99 -0.35
H -0.71 2.15 -2.47
H 0.87 0.78 -3.82
H 1.36 0.83 -2.12
H 1.49 -1.49 -3.00
H -0.29 -1.27 -4.73
H -0.60 -2.65 -3.67
H -2.67 -1.32 -4.02
H -2.80 1.00 -3.14
H -1.58 0.88 -4.42
H -3.23 -0.95 -1.62
H -2.34 -2.46 -1.85
H 0.93 -1.14 -0.61
H 0.12 -2.57 -1.25
*
```

---

What should be chosen as the most stable of them? Choose three.

---

one:
ORCA calculation (ωB97M-V/def2-TZVPD) on a cluster of 2 separate species, C5H12FN2 in total.

**HOMO**: -13.178 eV
**Orbital gap**: 9.171 eV
**LUMO**: -0.1472 Eh

ORCA input file:
```
! wB97M-V def2-TZVPD RIJCOSX def2/J DEFGRID3
* xyz 1 1
C -1.05 1.16 0.11
C -0.59 -2.75 1.18
C 1.42 1.80 -2.59
C -0.01 1.24 -0.69
C 0.57 -1.92 1.71
N -1.80 1.23 1.11
N 0.26 1.99 -1.75
F 0.19 -0.59 1.83
H 0.87 -2.24 2.71
H -1.42 -2.74 1.88
H -0.93 -2.35 0.22
H -0.26 -3.77 1.03
H 2.03 2.71 -2.59
H 2.02 0.98 -2.22
H 1.12 1.58 -3.62
H 0.71 0.45 -0.46
H 1.42 -1.93 1.03
H -1.56 1.77 1.95
H -2.65 0.67 1.18
H -0.37 2.72 -2.02
*
```

---

two:
ORCA calculation (ωB97M-V/def2-TZVPD) on a cluster of 2 separate species, C5H12FN2 in total.

**HOMO**: -12.520 eV
**Orbital gap**: 9.124 eV
**LUMO**: -0.1248 Eh

ORCA input file:
```
! wB97M-V def2-TZVPD RIJCOSX def2/J DEFGRID3
* xyz 1 1
C -1.73 0.41 -0.23
C -0.76 -0.47 -0.09
C -0.86 -1.99 -0.30
C 1.80 -0.15 1.32
C 1.24 0.30 -0.03
N 1.89 -0.23 -1.17
N -1.60 1.92 0.15
F 1.00 1.59 -0.28
H -2.68 0.09 -0.47
H -1.58 -2.16 -0.99
H 0.09 -2.28 -0.73
H -1.13 -2.35 0.72
H 2.09 -1.12 1.33
H 0.89 -0.11 2.12
H 2.60 0.63 1.56
H 1.67 0.16 -2.06
H 1.91 -1.24 -1.37
H -1.76 2.42 -0.76
H -0.75 2.29 0.52
H -2.32 2.28 0.76
*
```

---

What should be chosen as the most stable of them? Choose one.

---

one:
ORCA calculation (ωB97M-V/def2-TZVPD) on an isolated molecule of C3H6O3.

**HOMO**: -10.383 eV
**SMILES**: COC(=O)CO
**Orbital gap**: 11.153 eV
**LUMO**: 0.0283 Eh

ORCA input file:
```
! wB97M-V def2-TZVPD RIJCOSX def2/J DEFGRID3
* xyz 0 1
C -1.04 1.52 1.07
O 0.06 0.69 0.71
C -0.14 -0.09 -0.35
O -1.15 -0.12 -1.00
C 1.06 -0.94 -0.66
O 0.98 -2.20 -0.03
H -1.29 2.19 0.25
H -1.92 0.90 1.30
H -0.72 2.08 1.95
H 0.89 -1.19 -1.79
H 2.04 -0.48 -0.58
H 0.82 -2.32 -1.03
*
```

---

two:
ORCA calculation (ωB97M-V/def2-TZVPD) on a cluster of 2 separate species, C3H6O3 in total.

**HOMO**: -9.606 eV
**SMILES**: C=CO.O=CO
**Orbital gap**: 10.257 eV
**LUMO**: 0.0239 Eh

ORCA input file:
```
! wB97M-V def2-TZVPD RIJCOSX def2/J DEFGRID3
* xyz 0 1
C -1.61 0.48 -0.73
C -1.25 -0.68 -0.16
O -1.20 -1.81 -0.92
H -2.13 1.25 -0.18
H -1.24 0.82 -1.70
H -1.32 -0.87 0.91
H -0.71 -2.51 -0.47
O 2.67 0.56 1.87
C 2.26 0.85 0.79
O 1.50 0.00 0.07
H 2.49 1.81 0.33
H 0.54 0.11 0.19
*
```

---

What should be chosen as the most stable of them? Choose two.